# 1
{
  "formula": "C47H32IN5O2PSc",
  "method": "ωB97M-V with the def2-TZVPD basis set",
  "symbols": ["C", "C", "C", "C", "C", "P", "C", "C", "C", "C", "C", "C", "C", "H", "H", "H", "C", "O", "C", "H", "H", "H", "C", "C", "H", "C", "C", "H", "C", "N", "C", "H", "C", "C", "H", "C", "Sc", "H", "H", "C", "H", "N", "H", "H", "C", "C", "C", "C", "C", "H", "H", "C", "H", "C", "H", "H", "C", "H", "C", "H", "H", "H", "C", "C", "H", "H", "C", "C", "H", "C", "C", "C", "O", "C", "H", "H", "C", "C", "H", "N", "I", "N", "N", "C", "H", "H", "C", "C", "C"],
  "positions_angstrom": [[-0.676, 3.215, 4.359], [3.697, -0.669, 0.057], [1.554, -1.587, -3.645], [-1.710, 0.565, -3.827], [0.774, 3.991, -2.555], [-1.482, 0.970, -1.011], [-2.788, -1.970, -3.459], [2.204, -2.089, 4.158], [-2.024, -0.228, -4.926], [3.908, -4.169, 4.695], [1.462, -0.947, 3.559], [0.922, -2.185, -2.560], [-2.558, -1.494, -4.745], [-6.283, 1.259, 1.964], [-0.193, 1.657, 5.766], [4.535, -4.017, 2.627], [-5.335, 1.819, 0.140], [0.288, -2.030, -0.260], [-0.148, 2.660, 2.124], [3.145, -4.068, 6.697], [-1.000, 4.535, 2.664], [4.570, -4.995, 4.925], [2.807, -1.744, 1.962], [-2.468, -1.186, -2.363], [-3.321, -1.386, 4.535], [-3.050, 0.473, 1.148], [-4.257, 0.532, 1.896], [-0.117, 2.892, 1.064], [-0.641, 3.578, 3.013], [1.723, -0.910, 2.216], [1.051, -3.512, -4.974], [-1.273, -1.518, 3.233], [4.435, -0.901, -1.104], [1.625, -2.252, -4.859], [1.986, -0.600, -3.526], [0.430, -4.124, -3.895], [0.276, -0.179, 0.839], [-5.249, -0.077, 3.723], [-1.845, 0.148, -5.926], [0.133, 5.150, -2.134], [-2.629, -1.567, -1.359], [0.791, -0.109, 4.276], [4.840, -1.890, -1.269], [-0.113, -3.901, -1.825], [-1.580, 3.812, -1.095], [3.097, -3.644, 5.702], [0.370, -3.452, -2.683], [3.406, 1.529, -0.523], [-5.374, 1.226, 1.372], [4.276, 2.239, -2.351], [5.207, -0.030, -2.898], [-3.268, -0.859, 3.589], [1.622, -2.144, 6.224], [-1.929, 0.090, -2.541], [0.549, 6.120, -2.374], [-1.295, 1.553, -3.984], [-2.080, -0.918, 2.820], [-0.009, -5.107, -3.999], [3.890, -3.640, 3.409], [-4.124, 2.206, -1.610], [-2.496, 3.751, -0.521], [2.113, -1.794, -5.708], [3.010, -2.605, 3.162], [0.776, -1.447, -1.280], [-1.072, 3.896, 5.102], [1.695, 4.055, -3.121], [0.245, 2.748, -2.243], [2.240, -2.578, 5.449], [-2.796, -2.111, -5.603], [-0.951, 2.643, -1.522], [-3.041, 1.129, -0.123], [-4.153, 1.758, -0.622], [1.095, -0.228, -1.197], [-4.333, -0.137, 3.146], [0.775, 1.848, -2.535], [-6.209, 2.323, -0.254], [4.639, 0.135, -1.991], [4.125, 1.392, -1.695], [-3.205, -2.958, -3.309], [0.304, 1.444, 2.478], [1.101, -4.493, -6.810], [3.176, 0.529, 0.325], [3.613, -1.736, 0.974], [-1.904, -0.263, 1.623], [2.970, 2.488, -0.258], [-1.540, 5.954, -1.060], [0.305, 1.094, 3.777], [-1.039, 5.056, -1.399], [-0.198, 1.985, 4.736]],
  "de_lowest_kj_mol": 22.3,
  "total_charge": 0,
  "homo_ev": -7.8,
  "mol_weight_g_mol": 901.64,
  "e_lumo_ev": -0.3
}


# 2
{
  "formula": "H4N3O3Si",
  "method": "ωB97M-V with the def2-TZVPD basis set",
  "symbols": ["O", "N", "H", "O", "N", "H", "Si", "H", "N", "H", "O"],
  "positions_angstrom": [[4.951, -1.052, -0.103], [4.132, 0.923, 0.138], [-0.917, -0.820, -0.796], [0.871, -0.570, 0.795], [3.915, -0.325, -0.162], [1.753, -0.389, 0.326], [-0.293, 0.152, 0.014], [-0.017, 1.338, -0.575], [3.970, 1.808, 0.860], [-1.148, 0.505, 1.099], [2.843, -0.602, -0.763]],
  "de_lowest_kj_mol": 52.1,
  "total_charge": -1,
  "homo_ev": [-2.8, -3.0],
  "mol_weight_g_mol": 122.14,
  "e_lumo_ev": [3.7, 3.7]
}


# 3
{
  "formula": "C3H2O",
  "method": "ωB97M-V with the def2-TZVPD basis set",
  "symbols": ["C", "C", "O", "H", "C", "H"],
  "positions_angstrom": [[0.356, -0.221, 0.226], [1.564, -0.056, 0.184], [-1.763, 0.836, -0.928], [2.616, 0.142, 0.095], [-1.349, 0.038, -0.150], [-1.423, -0.739, 0.572]],
  "de_lowest_kj_mol": 194.6,
  "total_charge": 0,
  "homo_ev": -10.5,
  "mol_weight_g_mol": 54.05,
  "e_lumo_ev": 0.0,
  "smiles": "C#CC=O"
}